Record 1
The following is a DFT calculation (the ωB97M-V functional and the def2-TZVPD basis) of a cluster of 5 separate species, C35H70IN4O10 in total at a distorted geometry.

Energy above the lowest of the compared OMol25 structures with the same formula, charge and spin in kJ/mol: 0.0
Kohn-Sham gap in eV: 8.30
Multiplicity: 1
Max |F| in Eh/bohr: 0.1126
Net charge: +1

Last column: Löwdin charge in e.
Element x y z (Å)
1 H -4.475 4.693 3.876  0.10
2 H -7.344 7.467 -1.743  0.09
3 H -4.910 3.087 3.147  0.10
4 H -6.164 0.408 3.434  0.09
5 C 5.424 -5.067 -1.024  -0.04
6 O 4.873 -1.156 0.762  -0.27
7 H -8.639 7.463 -2.963  0.10
8 H -0.303 -2.232 -4.615  0.12
9 H -2.011 5.201 1.089  0.12
10 C 1.106 -1.225 -2.501  0.01
11 H 7.481 -4.159 -5.666  0.07
12 H 7.111 -4.667 0.225  0.11
13 C -7.961 0.691 2.174  -0.20
14 H 6.635 -5.014 -4.389  0.08
15 H -7.082 1.521 0.295  0.11
16 H 0.974 -4.318 -5.228  0.09
17 H 2.499 3.059 3.034  0.12
18 C -10.910 6.743 -0.547  -0.23
19 O -0.532 -1.632 -0.850  0.08
20 N 0.625 3.956 3.256  0.07
21 H -8.630 3.225 0.438  0.11
22 H 11.232 -3.466 2.430  0.07
23 C -0.116 -1.907 -1.954  -0.53
24 H 12.671 -5.003 0.966  0.12
25 O -10.012 5.712 -0.980  -0.01
26 H 11.737 -4.385 3.837  0.08
27 O 9.350 -6.882 0.945  0.09
28 H 3.726 -4.158 1.215  0.08
29 C -8.071 3.174 1.438  -0.20
30 H 12.932 -3.438 2.926  0.08
31 C -4.058 4.582 1.689  -0.20
32 H 1.996 -1.728 -2.121  0.08
33 O -8.031 5.015 -1.668  0.09
34 H -12.446 8.020 -1.361  0.08
35 H 1.141 -1.183 -3.587  0.08
36 H -4.281 -0.557 2.787  0.10
37 H -3.854 3.637 1.073  0.12
38 C 10.057 -3.239 -5.279  0.01
39 H -8.910 8.113 -1.326  0.07
40 C -11.724 7.279 -1.707  -0.06
41 H 5.943 -3.521 -5.060  0.08
42 N -0.629 2.491 1.846  0.19
43 C -0.658 3.613 2.711  -0.18
44 C -4.699 -0.764 1.747  -0.26
45 C -7.213 4.527 1.511  -0.21
46 H 9.303 -2.479 -5.477  0.07
47 H 1.701 -3.599 -3.781  0.06
48 H 6.966 -3.103 -2.841  0.10
49 H -11.581 6.277 0.177  0.12
50 H -8.590 0.077 1.437  0.11
51 H -4.755 0.202 1.156  0.09
52 H 9.971 -4.042 -6.012  0.10
53 H 13.143 -5.857 2.417  0.12
54 N 1.516 3.029 2.762  0.06
55 O 11.200 -6.152 1.910  0.00
56 C -6.459 4.748 2.899  -0.19
57 H 0.644 -4.989 -3.617  0.09
58 H -6.210 -2.325 2.417  0.11
59 C -2.657 5.257 2.036  -0.19
60 H 4.351 -4.870 -1.078  0.07
61 C 3.566 -3.127 0.907  0.02
62 H -6.553 4.558 0.593  0.09
63 C -6.943 -0.289 2.971  -0.21
64 H -2.780 6.378 2.240  0.12
65 H 9.601 -4.947 -0.692  0.08
66 C -0.407 -3.158 -4.045  -0.22
67 O -0.694 -2.885 -2.665  0.01
68 H 0.833 4.717 3.914  0.18
69 C -4.959 4.209 2.952  -0.22
70 H -10.375 7.530 -0.010  0.11
71 H 3.034 -2.641 1.727  0.08
72 H 10.988 -4.228 0.079  0.07
73 H 9.382 -4.051 0.831  0.09
74 H 7.839 -2.197 -4.055  0.12
75 C 10.182 -6.011 1.046  -0.52
76 C -1.833 4.544 3.201  -0.11
77 C 0.798 -4.066 -4.180  -0.06
78 H 1.102 -0.190 -2.154  0.09
79 H -8.667 1.100 2.960  0.09
80 C -7.169 1.852 1.375  -0.18
81 I 3.407 0.625 1.510  1.25
82 O 10.968 -4.290 -3.371  0.10
83 C 12.046 -4.069 2.838  -0.07
84 H -7.497 -0.849 3.784  0.10
85 C 12.334 -5.276 1.969  -0.23
86 H -4.613 5.325 1.016  0.11
87 H -3.892 -2.862 1.679  0.08
88 H -11.088 7.744 -2.463  0.07
89 N 1.413 1.127 1.337  -0.38
90 C 10.042 -4.725 0.282  0.01
91 C 9.984 -3.822 -3.896  -0.52
92 H -2.454 3.950 3.938  0.12
93 C 7.605 -3.210 -3.720  -0.24
94 H 11.024 -2.749 -5.395  0.10
95 H 5.870 -4.633 -1.921  0.06
96 H -6.798 -1.263 0.955  0.11
97 C -3.905 -1.941 1.016  -0.13
98 H -2.813 -1.631 0.882  0.06
99 C 6.872 -4.018 -4.771  -0.06
100 H 2.944 -3.102 0.011  0.09
101 H 0.832 0.510 0.745  0.08
102 H -7.978 5.377 1.403  0.11
103 O 8.786 -3.895 -3.279  -0.01
104 H -4.349 -2.117 -0.009  0.08
105 H -12.262 6.467 -2.202  0.09
106 H -6.514 5.829 3.277  0.11
107 O 5.909 -3.024 0.209  0.02
108 H -6.116 2.008 1.765  0.07
109 H -1.342 5.382 3.812  0.12
110 C 4.836 -2.368 0.648  -0.52
111 H -8.876 3.146 2.249  0.11
112 C -8.416 7.334 -1.903  0.01
113 C -8.788 5.939 -1.486  -0.54
114 C 0.787 2.144 1.925  -0.39
115 H -7.044 4.142 3.680  0.12
116 C -6.223 -1.288 1.934  -0.21
117 H 5.637 -4.884 1.139  0.12
118 H 5.578 -6.147 -1.041  0.10
119 C 6.040 -4.459 0.218  -0.19
120 H -1.287 -3.667 -4.443  0.13



Record 2
The following is a DFT calculation (the ωB97M-V functional and the def2-TZVPD basis) of a structure of composition C35H70N2O7P2SSbSi3Ta at a distorted geometry.

Kohn-Sham gap in eV: 6.56
Multiplicity: 1
Max |F| in Eh/bohr: 0.0897
Net charge: +2

Last column: Löwdin charge in e.
Element x y z (Å)
1 Si -0.120 3.105 -2.680  0.43
2 P 0.207 -3.003 -0.837  0.85
3 C -1.656 3.405 -3.664  -0.18
4 H -5.870 -0.981 0.352  0.07
5 C -0.726 -5.361 -2.628  -0.08
6 Sb -2.357 1.938 -0.386  1.47
7 O 1.964 -0.318 0.297  -0.51
8 H 5.622 -0.512 3.381  0.07
9 C 1.351 4.114 -3.268  -0.17
10 C -2.003 1.819 3.102  -0.09
11 C 6.275 -0.602 0.823  -0.06
12 H 5.552 0.563 -3.659  0.10
13 H -3.301 -2.348 -1.829  0.03
14 C 4.862 -1.056 2.876  -0.01
15 H 5.025 0.561 -1.867  0.08
16 H 6.338 -1.884 -2.936  0.09
17 H 0.348 6.342 -1.922  0.00
18 H 1.812 4.897 -2.660  0.02
19 H 5.512 -1.994 -1.290  0.07
20 H 0.905 -5.424 -4.721  0.09
21 H -2.393 2.579 -3.515  0.03
22 H -2.588 -6.171 0.958  0.10
23 H 6.401 -0.499 -0.302  0.08
24 N 0.499 1.807 1.166  -0.15
25 C 1.164 -4.610 -4.053  -0.07
26 C -0.406 3.357 -0.708  -0.50
27 H -0.822 -3.764 -4.052  0.14
28 H 5.097 -2.082 2.868  0.07
29 C -5.632 -6.014 1.448  -0.06
30 C -3.125 -6.122 1.916  0.00
31 H -4.824 2.851 0.196  0.03
32 H 1.592 -3.798 -4.600  0.07
33 C 1.206 1.817 2.341  -0.14
34 H -3.729 3.853 1.065  -0.04
35 H -1.532 3.659 -4.760  0.07
36 H -5.158 0.119 1.583  0.03
37 C -3.018 -3.075 1.008  -0.11
38 O 4.173 -1.642 0.523  -0.23
39 C -5.083 -0.905 1.173  -0.16
40 C -4.408 -5.255 1.762  -0.27
41 H 6.913 0.046 1.421  0.09
42 C 1.992 3.429 0.197  0.00
43 H -2.151 5.282 2.073  0.02
44 H 2.957 2.509 3.334  0.08
45 H -2.872 -1.181 5.307  0.11
46 C -2.305 0.481 2.540  -0.49
47 H -2.101 -3.529 0.563  0.04
48 H 1.301 1.308 -3.495  0.05
49 H -5.539 -6.773 0.687  0.09
50 C -2.731 -0.321 4.671  -0.13
51 H -2.725 5.639 -2.115  0.02
52 H 3.905 -1.437 -3.844  0.15
53 C 1.924 -2.991 -0.179  -0.36
54 H -0.696 4.249 2.096  0.01
55 O 0.483 -3.011 -2.512  -0.34
56 Si -1.094 5.055 -0.258  0.44
57 H 6.090 3.017 2.761  0.05
58 H 4.366 0.353 1.196  0.10
59 H -3.426 -7.098 2.252  0.09
60 C -2.809 5.430 -1.041  -0.18
61 O -4.230 -4.064 0.647  -0.06
62 H -4.702 -4.641 2.718  0.18
63 C -0.035 6.497 -0.913  -0.17
64 H -2.492 -5.670 2.638  0.07
65 H -2.066 2.992 4.860  0.12
66 H -0.535 6.040 1.945  0.07
67 C 2.805 3.412 1.325  -0.01
68 C 4.772 0.325 -2.920  -0.05
69 C -1.178 5.144 1.640  -0.16
70 C -2.119 0.188 1.144  -0.65
71 N -2.667 -0.535 3.367  0.07
72 Ta -0.029 -0.169 0.750  1.25
73 H -1.520 -5.163 -1.965  0.03
74 P 2.850 -1.440 -0.363  0.57
75 H 2.096 3.429 -3.600  0.01
76 H 2.400 -3.748 -0.757  0.05
77 H 6.666 -1.629 0.886  0.10
78 H -3.178 6.440 -0.614  0.09
79 H -2.564 -0.734 -1.853  -0.02
80 H -2.100 4.324 -3.224  0.01
81 H 1.900 -3.250 0.900  0.04
82 H -1.197 -5.841 -3.445  0.07
83 H 0.893 4.697 -4.166  0.08
84 Si -3.335 -1.200 0.484  0.53
85 H -6.531 -5.379 1.311  0.10
86 C 2.379 2.619 2.483  0.01
87 H 0.030 -6.060 -2.203  0.10
88 C -0.093 -4.143 -3.334  -0.41
89 H 5.058 2.598 1.822  0.00
90 H 3.800 0.887 -3.141  0.09
91 C -2.185 2.013 4.413  -0.08
92 H -3.644 4.815 -0.814  -0.02
93 H -5.908 -6.568 2.400  0.13
94 C 5.431 -2.129 -2.408  -0.03
95 H 1.011 1.088 -1.726  -0.01
96 C -3.358 -1.335 -1.411  -0.21
97 H 3.811 -0.944 3.277  0.10
98 H 1.965 -4.952 -3.347  0.10
99 C 4.870 -0.569 1.399  -0.33
100 O 5.466 2.312 2.640  -0.02
101 H 0.885 1.216 3.128  0.06
102 H -0.222 0.668 -2.943  0.06
103 S 0.407 -1.513 2.464  0.24
104 C 4.383 -1.127 -2.897  -0.27
105 H -5.037 -3.533 0.858  0.13
106 H -2.877 -3.121 2.038  0.04
107 H 5.062 -3.098 -2.745  0.09
108 O 3.106 -1.086 -1.865  -0.21
109 H -5.308 -1.700 1.871  0.01
110 H -1.319 2.393 2.459  0.06
111 H 0.939 6.796 -0.476  0.05
112 H -0.828 7.326 -0.941  0.07
113 C 0.658 2.903 0.232  -0.32
114 H -4.100 2.283 1.822  0.01
115 H -4.333 -0.934 -1.800  0.05
116 O -0.168 -1.407 -0.803  -0.64
117 H 3.626 4.134 1.483  0.13
118 C -2.483 0.934 5.235  -0.05
119 C 0.576 1.418 -2.650  -0.19
120 H -2.432 1.114 6.337  0.12
121 H 2.237 4.023 -0.686  0.11
122 C -3.943 2.828 0.883  -0.27



- The lowest max |F| belongs to which entry?
  C35H70N2O7P2SSbSi3Ta